Entry 1:
19
Properties=species:S:1:pos:R:3:forces:R:3 method="wB97M-V/def2-TZVPD" lumo_ev=0.8 largest_force_ha_per_bohr=0.0632 e_above_lowest_ev=1.739 homo_energy_ha=-0.34087 charge=0 energy_ev=-10843.4723 smiles="CNCCNC(N)=O" spin_multiplicity=1 mol_weight_g_mol=117.2
O 2.004699 2.233595 -0.810062 -1.1 -0.9 -0.8
N -1.658361 -1.036559 1.528018 1.5 -0.4 0.5
N 0.592199 1.397926 -2.497964 1.1 -0.6 0.5
N 0.849809 0.346738 -0.353236 -0.7 -0.2 0.3
C -0.356937 -0.506849 -0.537809 1.6 -1.2 0.7
C -1.802244 -1.809606 2.780917 1.5 -0.2 -1.5
C -0.464467 -1.500516 0.735556 0.0 2.2 -0.1
C 1.204096 1.375737 -1.192577 0.9 1.4 -0.8
H -1.213330 0.183118 -0.602226 -0.1 -0.9 -0.3
H -1.944106 -2.785654 2.312791 -1.2 -0.5 1.2
H 0.621149 -1.489918 1.343928 -2.8 -0.4 -1.5
H -2.530079 -1.282068 3.386191 -0.5 -0.8 0.1
H 1.020214 0.632484 0.622508 0.0 -0.4 -0.8
H 0.340351 0.457905 -2.784454 -0.2 0.2 0.0
H -0.770560 -2.470374 0.289893 0.7 0.2 0.8
H 1.149578 1.828721 -3.264730 -0.4 -0.2 1.4
H -1.627347 -0.060549 1.787996 0.5 0.3 -0.4
H -0.194144 -1.224565 -1.422551 -0.5 1.5 0.9
H -0.857546 -1.967183 3.356902 -0.4 0.6 -0.2

---

Entry 2:
19
Properties=species:S:1:pos:R:3:forces:R:3 method="wB97M-V/def2-TZVPD" lumo_ev=0.9 largest_force_ha_per_bohr=0.0502 e_above_lowest_ev=3.337 homo_energy_ha=-0.28919 charge=0 energy_ev=-10841.8744 smiles="[H]/N=C(/[C@@H](C)N)N(C)O" spin_multiplicity=1 mol_weight_g_mol=117.2
O 0.202353 -1.342011 -1.209711 -0.1 -0.3 0.0
N -0.369760 -0.067169 -1.133583 0.8 1.7 0.6
N -0.167638 2.143091 -0.270885 0.6 -0.9 -0.1
N 2.000626 -0.523942 0.608002 0.5 0.4 0.2
C -0.271738 -0.577839 1.752236 1.9 1.4 -0.1
C -1.645230 0.011360 -1.809671 0.3 -0.3 -0.3
C 0.876825 0.357123 0.981562 -1.7 -1.9 0.0
C 0.170698 0.893508 -0.255933 -1.9 0.1 -0.2
H -0.743567 2.338053 -1.090549 0.1 0.1 0.1
H -1.533084 -0.288340 -2.857202 0.0 0.0 0.1
H 2.392392 -0.930657 1.458401 -0.1 -0.1 -0.3
H 2.741017 0.059529 0.211868 -0.1 -0.2 0.1
H 0.205217 -0.867585 2.690983 -0.2 0.0 0.2
H 1.080439 -1.245570 -0.764121 -0.3 -0.1 0.1
H -2.353891 -0.672238 -1.333017 0.0 0.0 0.0
H 1.213858 1.183729 1.613305 -0.5 0.0 -0.1
H -2.081459 1.012371 -1.810881 0.3 -0.1 0.3
H -1.159664 0.020569 1.968933 0.2 0.0 -0.1
H -0.557395 -1.503982 1.250261 0.3 0.4 -0.5

---

Entry 3:
19
Properties=species:S:1:pos:R:3:forces:R:3 method="wB97M-V/def2-TZVPD" lumo_ev=0.8 largest_force_ha_per_bohr=0.0228 e_above_lowest_ev=1.845 homo_energy_ha=-0.33139 charge=0 energy_ev=-10843.3660 smiles="C/C=C/O.N=C(N)N" spin_multiplicity=1 mol_weight_g_mol=117.2
O -1.697791 2.830682 -0.524900 0.0 -0.5 -0.2
N 1.164456 -0.872713 -0.018290 -0.4 0.8 -0.4
N 1.524762 0.008024 2.173641 0.1 -0.5 -0.6
N 3.187542 -1.157846 1.098068 1.1 0.2 0.3
C -1.693871 -0.979180 -1.026237 -0.2 0.3 0.0
C -1.831355 1.475030 -0.250296 -0.5 -0.7 -0.1
C 1.921153 -0.598464 1.109922 -0.3 0.7 0.9
C -1.599252 0.528587 -1.188842 -0.4 0.8 0.4
H 3.811605 -0.924551 0.321503 -0.6 -0.2 0.2
H -2.549575 -1.450427 -1.556691 0.2 0.6 0.5
H -1.329863 0.923965 -2.172708 0.0 -0.1 0.2
H -2.202590 1.303576 0.790500 0.5 -0.3 -0.9
H 0.481368 -0.153991 -0.243464 -0.2 -0.1 0.7
H 1.711835 -0.892924 -0.850515 0.8 -0.6 -0.6
H 0.544004 0.269408 2.108544 0.0 0.0 -0.1
H 3.650309 -0.905908 1.970807 -0.2 -0.2 -0.3
H -2.533421 3.257964 -0.301008 0.2 0.0 0.1
H -0.825798 -1.466728 -1.492676 -0.1 0.1 0.5
H -1.733518 -1.194506 0.052644 0.0 -0.4 -0.5

---

Entry 4:
20
Properties=species:S:1:pos:R:3:forces:R:3 method="wB97M-V/def2-TZVPD" lumo_ev="3.6 / 3.5" largest_force_ha_per_bohr=0.0446 e_above_lowest_ev=1.288 homo_energy_ha="0.03615 / -0.19679" charge=-1 energy_ev=-12890.9293 spin_multiplicity=2 mol_weight_g_mol=133.2
O -1.703477 1.904234 1.962419 0.1 -0.1 0.1
O -2.057848 1.593842 -0.221800 -0.6 -1.0 0.1
N 0.144589 -0.123601 -1.606575 0.5 -0.1 -2.0
N 0.816105 1.699885 -0.369776 -0.4 0.8 -0.5
N 2.010297 -0.331941 -0.230830 0.0 -0.2 -0.5
C 1.932746 -1.760835 -0.207191 -0.6 -1.6 1.5
C -2.172851 -0.319602 1.178153 0.4 0.3 -0.2
C 1.053011 0.496124 -0.734544 -0.5 -0.1 1.0
C -1.960055 1.151599 1.055670 -0.2 0.9 -0.1
H -1.500595 2.367974 -0.324081 0.5 0.4 0.1
H -2.132786 -0.621043 2.218756 -0.1 0.0 0.0
H -0.242543 0.529568 -2.294344 -0.3 0.5 1.0
H 2.896979 -2.273055 -0.228730 0.1 0.3 -0.7
H -1.302078 -0.702519 0.636507 -0.3 -0.5 0.0
H 1.211518 -2.212003 -0.876647 0.4 0.3 -0.7
H -3.098259 -0.621427 0.692068 0.1 -0.1 -0.1
H 1.529867 -2.176672 0.756135 0.1 0.7 -0.1
H 2.627244 0.040789 0.461821 0.1 0.4 0.2
H 0.627398 -0.720408 -2.290025 0.2 -0.5 0.7
H 1.320736 2.079091 0.423014 0.4 -0.5 -0.1

---

Entry 5:
20
Properties=species:S:1:pos:R:3:forces:R:3 method="wB97M-V/def2-TZVPD" lumo_ev=0.8 largest_force_ha_per_bohr=0.0425 e_above_lowest_ev=0.925 homo_energy_ha=-0.32385 charge=0 energy_ev=-12891.9051 spin_multiplicity=1 mol_weight_g_mol=133.2
O -1.294819 -0.109468 1.603559 0.0 0.0 -0.6
O -0.417101 1.982786 1.477041 0.0 -0.5 -1.3
N 0.118089 -0.770577 -1.247927 0.2 0.2 1.0
N 1.751377 0.596100 -0.361889 -1.3 1.2 0.4
N 2.377038 -1.143226 -1.950459 -1.1 1.7 -0.8
C -0.295710 -1.886148 -2.058970 -0.7 -1.9 0.4
C -1.271050 1.050083 1.921600 0.0 0.8 1.2
C -2.124927 1.712690 2.978076 -1.1 -0.9 0.3
C 1.438062 -0.353920 -1.131556 0.0 -1.8 -0.3
H 2.886939 -0.456481 -2.513110 0.1 -0.6 0.3
H 2.660401 1.012562 -0.424851 0.6 -0.6 -0.1
H -1.268253 -1.658059 -2.505852 -0.2 -0.2 0.5
H 0.304240 -2.081588 -2.946724 0.5 0.3 0.5
H -2.661912 1.009250 3.625420 0.1 -0.2 -0.5
H -0.358275 -2.880925 -1.446016 0.0 1.6 -1.1
H -1.500078 2.262027 3.647112 0.5 0.7 0.2
H 0.049550 1.645353 0.669474 0.4 -0.1 0.6
H 3.010282 -1.719928 -1.430154 0.1 0.0 0.5
H -2.878603 2.370950 2.527227 0.4 0.0 0.0
H -0.525249 -0.581484 -0.432001 1.3 0.1 -1.2

---

Entry 6:
20
Properties=species:S:1:pos:R:3:forces:R:3 method="wB97M-V/def2-TZVPD" lumo_ev=0.4 largest_force_ha_per_bohr=0.0703 e_above_lowest_ev=2.425 homo_energy_ha=-0.31804 charge=0 energy_ev=-12890.4048 smiles="CN=C(N)N.CC(=O)O" spin_multiplicity=1 mol_weight_g_mol=133.2
O 0.082190 0.171138 -2.535893 0.5 0.7 -0.9
O -2.037379 0.431109 -3.081076 0.9 0.7 0.8
N 0.877105 -1.853770 2.861779 -1.1 -0.2 -1.0
N 1.722794 -1.110895 0.811446 -0.5 0.6 -0.2
N -0.478339 -0.406721 1.596211 -0.3 0.7 -0.4
C 0.727195 -1.141135 1.569557 0.5 -0.2 3.0
C -0.910533 0.759212 -2.276955 -3.1 -1.9 0.2
C 1.798762 -0.226352 -0.353170 -0.3 -2.3 -0.8
C -1.159429 1.681654 -1.108294 -0.1 2.7 -1.0
H -0.708898 1.532847 -0.134269 0.7 -0.7 -0.3
H 2.779772 -0.551247 -0.764056 -0.7 0.9 -0.4
H -0.971001 -0.467690 2.470377 0.4 -0.3 0.5
H 1.768346 0.825404 -0.124683 0.2 0.5 0.5
H -1.204407 -0.586705 0.924946 0.4 -0.1 -0.9
H 1.190649 -1.304183 3.658006 0.2 -0.2 -0.6
H 0.967636 -0.406260 -1.094195 1.5 0.0 1.1
H -2.881939 0.745864 -2.723322 0.5 0.2 0.1
H -2.178034 2.038773 -0.867728 0.1 -0.8 -0.7
H 1.331556 -2.746170 2.739642 0.4 0.4 0.2
H -0.716047 2.615122 -1.568321 -0.1 -0.5 0.9

---

Entry 7:
20
Properties=species:S:1:pos:R:3:forces:R:3 method="wB97M-V/def2-TZVPD" lumo_ev=0.3 largest_force_ha_per_bohr=0.0208 e_above_lowest_ev=2.979 homo_energy_ha=-0.29435 charge=0 energy_ev=-12889.8511 spin_multiplicity=1 mol_weight_g_mol=133.2
O 0.917581 1.999199 -0.457804 0.0 -0.7 0.5
O 0.952415 0.062513 -1.674903 0.0 0.1 0.5
N 2.061553 -0.834016 0.774756 0.4 -0.4 -0.5
N -1.028851 0.648070 -0.668284 -0.1 -0.6 0.5
N -0.162115 -2.286221 -0.046917 -0.1 0.6 0.2
C 0.751017 -0.264760 0.874258 -0.3 0.2 0.2
C 0.450555 0.846765 -0.560457 -0.6 0.0 -0.8
C -0.341230 -1.207944 0.699849 0.9 0.0 -0.6
C -1.869579 1.611632 0.020721 0.2 0.2 -0.3
H -1.756526 2.613002 -0.402767 -0.2 0.1 0.1
H 1.633336 0.648258 -2.036540 -0.1 -0.1 0.1
H 0.717042 -2.316947 -0.557462 -0.1 -0.1 0.1
H -1.304804 0.431749 -1.618634 0.1 0.5 0.0
H -1.297027 -1.093373 1.192366 0.0 0.1 -0.1
H -0.950383 -2.817218 -0.383059 0.1 0.0 0.1
H -1.619935 1.679988 1.083673 0.2 -0.1 -0.1
H 0.603780 0.381417 1.738634 -0.2 0.1 0.0
H 2.734638 -0.165949 0.415880 -0.2 0.0 0.0
H -2.913615 1.294917 -0.026885 0.0 0.0 -0.2
H 2.422148 -1.231082 1.633575 -0.1 0.2 0.0

---

Entry 8:
20
Properties=species:S:1:pos:R:3:forces:R:3 method="wB97M-V/def2-TZVPD" lumo_ev=0.8 largest_force_ha_per_bohr=0.0687 e_above_lowest_ev=2.326 homo_energy_ha=-0.31917 charge=0 energy_ev=-12890.5044 smiles="CN=C(N)N.CC(=O)O" spin_multiplicity=1 mol_weight_g_mol=133.2
O 0.202896 -1.357788 1.921121 -1.4 2.1 -2.4
O 1.605002 -1.301258 0.041496 -0.8 0.9 0.1
N -0.372233 2.538020 -1.838815 -0.2 -0.5 0.1
N 0.126186 1.574731 0.327930 -0.7 0.8 -1.0
N -1.685752 0.816588 -0.984167 -0.4 -1.9 2.2
C 2.056704 -2.527140 2.088538 0.0 -1.2 1.0
C 1.321635 -1.576001 1.164616 0.5 -3.2 1.5
C -0.736200 1.599592 -0.813407 0.5 -0.3 -2.1
C -2.611907 0.362212 -1.970032 1.7 0.9 -2.1
H -2.077418 -0.203989 -2.791675 -0.1 0.7 0.5
H -0.017003 0.804618 0.995787 -0.3 1.2 -0.6
H -3.194086 -0.448136 -1.562672 -1.0 0.4 0.3
H -0.456881 -0.904076 1.328432 0.4 -0.5 0.7
H 1.361380 -3.287108 2.543292 -0.1 1.7 0.3
H 0.021188 2.519267 0.682064 0.5 -0.3 1.0
H 2.593639 -1.922785 2.841318 -0.2 -0.7 -0.2
H 2.624641 -3.338444 1.682869 1.5 0.6 -1.2
H -3.110525 1.225127 -2.504929 -0.2 -1.1 0.7
H 0.525007 2.968896 -1.754166 0.5 0.1 0.3
H -0.441732 2.131927 -2.781344 -0.3 0.2 0.8